[1]
{
  "formula": "C6H9NS",
  "method": "the ωB97M-V functional and the def2-TZVPD basis",
  "multiplicity": 1,
  "total_energy_ev": -18689.434,
  "homo_energy_ev": -8.94,
  "relative_energy_kj_mol": 364.4,
  "fmax_ev_per_a": 5.7,
  "lumo_ev": 0.73,
  "elements": ["C", "C", "C", "C", "C", "C", "H", "H", "H", "H", "H", "H", "H", "H", "H", "N", "S"],
  "positions_angstrom": [[1.489983, 1.813054, 0.190080], [0.892903, 0.397820, -0.071112], [0.121496, -1.282135, -0.662816], [0.406685, -1.555557, 0.812324], [0.931026, -0.407579, 1.255469], [-0.441124, 0.189597, -0.610063], [2.464371, 1.854271, 0.559457], [0.998703, 2.266218, 1.069197], [1.519049, 2.603909, -0.623093], [1.008495, -0.018615, -1.995114], [-0.312851, -1.983747, -1.433407], [0.310012, -2.478692, 1.369135], [1.361382, -0.318897, 2.211929], [-0.469678, 0.655347, -1.636846], [-2.778510, 1.229794, -0.675664], [1.376190, -0.594506, -1.086718], [-2.133757, 0.338797, 0.204884]],
  "forces_ev_per_a": [[-1.4, 1.0, -1.0], [3.1, 3.6, 3.2], [-1.4, -0.1, -1.7], [0.1, -0.2, 0.3], [-1.0, -2.1, -2.4], [-3.8, -0.8, -1.3], [2.0, -0.9, 0.3], [-0.6, -0.2, -0.6], [-0.6, -1.2, 0.5], [1.9, -2.2, 2.0], [0.5, 0.4, 1.4], [-0.2, 0.0, -0.3], [0.5, 0.9, 0.8], [-0.6, -0.5, 1.1], [1.0, -0.9, 0.8], [0.3, 2.0, -2.3], [0.3, 1.1, -0.8]]
}

[2]
{
  "formula": "C6H9O2",
  "method": "the ωB97M-V functional and the def2-TZVPD basis",
  "multiplicity": 1,
  "total_energy_ev": -10459.443,
  "homo_energy_ev": -3.91,
  "relative_energy_kj_mol": 441.4,
  "charge": -1,
  "fmax_ev_per_a": 5.2,
  "lumo_ev": 2.71,
  "elements": ["O", "C", "O", "C", "C", "C", "C", "C", "H", "H", "H", "H", "H", "H", "H", "H", "H"],
  "positions_angstrom": [[1.839181, 1.440913, -2.108047], [0.622867, 1.262652, -2.327295], [-0.146043, 2.058527, -2.949362], [0.115801, -0.166131, -1.957047], [-0.454835, -0.082863, -0.507486], [0.212750, -0.828191, 0.607406], [0.032692, -0.147793, 2.898466], [-0.461339, -0.984789, 1.944411], [-0.712116, -0.411804, -2.676422], [0.956749, -0.817305, -2.153029], [-0.331181, 1.015938, -0.407351], [-1.526313, -0.251972, -0.477801], [1.105600, -0.325136, 0.847622], [0.452212, -1.809788, 0.166194], [0.730357, 0.625652, 2.623697], [-0.501185, 0.048369, 3.806569], [-1.935197, -0.626278, 2.669473]],
  "forces_ev_per_a": [[0.3, 0.1, 0.7], [0.2, 0.3, -2.2], [0.0, -0.9, 1.0], [-1.4, 0.4, -0.7], [-0.4, 2.0, -0.9], [-1.1, -2.2, -1.1], [-1.0, 0.1, -0.8], [-2.5, 3.3, 3.1], [0.7, 0.0, 0.7], [0.1, -0.5, 0.4], [-0.5, -0.5, 1.1], [-0.2, -0.2, -0.2], [1.5, 0.4, 0.3], [0.2, 0.0, 0.4], [1.1, -0.2, 0.1], [0.1, -0.2, 0.6], [2.9, -1.9, -2.7]]
}